(1)
110
Properties=species:S:1:pos:R:3:mulliken_spin:R:1 method="wB97M-V/def2-TZVPD" total_charge=+3 e_homo_ev="-14.3 / -14.3" e_lumo_ha="-0.3967 / -0.3039" total_energy_ev=-105332.9297 s_squared=12.036 multiplicity=7
Eu 0.946 -0.261 0.994 6.11
S 1.328 1.602 3.259 -0.02
P -1.814 -0.833 0.843 0.00
P 0.832 -0.938 -1.846 -0.01
N 3.968 1.925 2.747 0.00
N -1.976 -0.825 -1.953 -0.01
N 1.137 2.047 0.120 -0.02
N 3.392 2.302 4.831 0.00
C 1.508 -3.666 1.646 -0.01
C -3.595 -4.020 2.645 0.00
C 0.659 -3.122 2.622 0.00
C -4.447 2.166 -0.038 0.00
C -3.318 0.347 -3.619 0.00
C -4.517 -3.428 3.499 0.00
C 0.855 -4.942 -2.605 0.00
C 5.213 2.449 3.340 0.00
C 1.915 -0.088 -3.041 0.00
C -2.230 1.786 1.590 -0.01
C -2.976 -0.834 -2.963 0.00
C 0.118 -5.034 -3.777 0.00
C -2.880 -1.837 1.920 -0.01
C -3.771 0.958 -0.078 0.00
C -4.290 0.335 -4.607 0.00
C -4.619 -2.047 3.564 0.00
C -0.403 -3.889 -4.367 0.00
C 3.125 -1.917 2.159 0.01
C 0.535 -2.555 -2.606 0.00
C 1.913 1.308 -3.110 0.00
C -4.034 3.171 0.828 0.00
C 2.713 -3.005 1.382 0.00
C 2.527 5.054 0.653 0.00
C 0.002 5.222 0.726 0.00
C -0.193 -2.647 -3.792 0.00
C 2.747 -0.820 -3.885 0.00
C 1.181 5.074 -1.510 0.00
C -2.109 -1.677 -0.813 -0.01
C -2.773 -3.229 1.860 0.00
C 2.951 1.960 3.636 0.00
C 4.832 2.588 4.822 0.00
C -0.810 -0.016 -2.105 0.00
C -4.617 -2.014 -4.271 0.00
C 2.715 1.956 -4.035 0.00
C -3.801 -1.245 2.781 0.00
C -4.950 -0.841 -4.931 0.00
C -3.626 -2.019 -3.301 0.00
C 3.553 -0.162 -4.801 0.00
C 1.062 -2.045 3.408 0.01
C 1.059 -3.703 -2.017 0.00
C 1.145 3.194 0.033 0.00
C -2.653 0.768 0.732 0.00
C -2.932 2.979 1.651 0.00
C 2.323 -1.470 3.212 -0.02
C 1.208 4.642 -0.033 0.00
C 3.538 1.223 -4.880 0.00
C 1.182 -4.988 1.020 0.00
C 2.624 2.394 6.057 0.00
H 0.248 4.771 -1.985 0.00
H 5.359 1.873 5.454 0.00
H -5.118 -2.940 -4.523 0.00
H -0.585 -1.759 -4.273 0.00
H -0.042 -6.000 -4.239 0.00
H -3.344 -2.951 -2.825 0.00
H 0.447 -1.727 4.241 0.00
H 6.031 1.749 3.183 0.00
H -0.276 -3.621 2.845 0.00
H 2.598 4.617 1.651 0.00
H -2.070 -3.694 1.176 0.00
H -5.345 -1.587 4.221 0.00
H -0.798 0.837 -1.401 0.00
H 2.712 -0.765 3.928 0.00
H 3.392 4.751 0.061 0.00
H -1.386 1.617 2.256 0.00
H 4.128 -1.524 2.039 0.00
H -3.120 -2.079 -0.780 0.00
H 5.487 3.404 2.895 0.00
H -0.788 0.392 -3.113 0.00
H -4.119 0.165 -0.729 0.00
H 3.396 -3.413 0.646 0.00
H -4.582 4.103 0.875 0.00
H 1.640 -3.614 -1.108 0.00
H -3.527 -5.098 2.585 0.00
H -5.160 -4.047 4.111 0.00
H 1.273 -5.834 -2.156 0.00
H -1.414 -2.532 -0.840 0.00
H -2.642 3.746 2.358 0.00
H 1.198 -5.753 1.799 0.00
H -5.718 -0.843 -5.692 0.00
H 2.618 3.423 6.417 0.00
H 1.602 2.075 5.873 0.00
H 4.162 1.733 -5.601 0.00
H 0.187 -5.002 0.574 0.00
H -2.836 1.279 -3.347 0.00
H -0.931 4.972 0.223 0.00
H 5.015 3.590 5.210 0.00
H -4.544 1.257 -5.114 0.00
H -0.036 4.856 1.753 0.00
H 2.759 -1.902 -3.841 0.00
H 1.915 -5.275 0.269 0.00
H 4.189 -0.734 -5.463 0.00
H 0.097 6.306 0.750 0.00
H -0.974 -3.963 -5.283 0.00
H -3.891 -0.168 2.834 0.00
H -5.314 2.316 -0.667 0.00
H 3.792 2.031 1.765 0.00
H 2.551 6.138 0.755 0.00
H 2.021 4.653 -2.063 0.00
H 2.692 3.036 -4.109 0.00
H 3.066 1.758 6.824 0.00
H 1.264 1.884 -2.463 0.00
H 1.249 6.160 -1.556 0.00



(2)
112
Properties=species:S:1:pos:R:3:mulliken_spin:R:1 method="wB97M-V/def2-TZVPD" total_charge=-2 e_homo_ev="-0.6 / -0.6" e_lumo_ha="0.1552 / 0.1552" total_energy_ev=-81575.6507 s_squared=3.753 multiplicity=4
Nd 13.290 12.052 12.528 3.03
O 10.059 9.816 9.871 0.00
O 13.842 13.983 13.833 0.00
O 12.853 10.176 14.207 0.00
O 11.907 10.582 10.897 0.00
N 12.575 13.611 10.874 -0.03
N 14.923 10.344 15.213 0.00
N 15.110 12.093 10.953 0.00
N 14.981 11.564 14.528 -0.01
N 10.423 11.429 12.920 0.00
C 14.540 8.010 16.677 0.00
C 9.785 13.455 8.404 0.00
C 9.696 12.430 16.333 0.00
C 17.419 9.224 10.699 0.00
C 9.676 11.775 14.018 0.00
C 10.407 14.683 10.840 -0.01
C 11.951 16.394 11.972 0.00
C 14.279 6.920 17.499 0.00
C 17.943 13.459 10.200 0.00
C 16.276 11.397 10.754 0.00
C 10.665 15.562 12.064 0.00
C 14.283 8.572 10.437 0.00
C 10.558 14.879 13.404 0.00
C 7.622 12.217 15.182 0.00
C 11.058 13.353 8.915 0.00
C 15.111 9.197 11.554 -0.02
C 13.557 8.517 15.835 0.00
C 10.661 10.434 10.742 0.00
C 13.737 13.937 10.218 0.00
C 8.316 12.529 16.312 0.00
C 18.545 9.780 10.077 0.00
C 14.920 13.259 10.253 0.00
C 9.784 10.989 11.869 0.00
C 15.497 8.124 12.554 0.00
C 17.505 11.988 10.309 0.00
C 15.216 15.894 13.701 0.00
C 12.289 7.903 15.849 0.00
C 15.032 14.422 13.970 0.00
C 11.369 13.877 10.202 0.01
C 10.393 12.033 15.208 0.00
C 17.758 14.162 8.821 0.00
C 8.787 14.119 9.112 0.00
C 16.017 12.299 14.776 0.00
C 17.184 11.777 15.552 0.00
C 11.558 11.433 7.294 0.00
C 16.309 9.983 11.024 0.00
C 16.110 13.667 14.385 0.00
C 17.598 14.385 11.369 0.00
C 13.746 9.760 14.990 0.00
C 8.359 11.009 11.759 0.00
C 8.296 11.836 14.009 0.00
C 12.105 12.640 8.061 0.00
C 7.618 11.441 12.802 0.00
C 9.127 14.754 10.298 0.00
C 12.749 13.616 7.081 0.00
C 13.048 6.299 17.468 0.00
C 12.050 6.779 16.625 0.00
C 18.567 11.158 9.931 0.00
H 14.798 16.167 12.748 0.00
H 16.179 8.497 13.351 0.00
H 13.482 13.088 6.486 0.00
H 12.419 10.917 6.832 0.00
H 7.934 10.637 10.831 0.00
H 15.744 13.685 9.722 0.00
H 12.797 15.726 12.065 0.00
H 19.019 13.357 10.252 0.00
H 18.607 14.807 8.602 0.00
H 11.449 11.861 15.226 0.00
H 15.068 6.551 18.142 0.00
H 14.601 7.743 13.081 0.00
H 6.533 11.443 12.769 0.00
H 14.672 16.451 14.462 0.00
H 11.564 8.268 15.166 0.00
H 12.826 5.423 18.096 0.00
H 16.872 14.787 8.765 0.00
H 17.710 13.441 8.002 0.00
H 17.991 12.519 15.588 0.00
H 13.724 14.879 9.682 0.00
H 6.543 12.244 15.170 0.00
H 7.770 14.177 8.736 0.00
H 10.236 12.588 17.249 0.00
H 12.891 12.274 8.720 0.00
H 7.793 12.862 17.193 0.00
H 11.004 10.740 7.919 0.00
H 13.920 9.264 9.688 0.00
H 11.373 14.154 13.545 0.00
H 10.894 11.731 6.469 0.00
H 14.446 9.876 12.084 0.01
H 19.366 9.150 9.752 0.00
H 18.456 14.991 11.639 0.00
H 13.384 8.124 10.915 0.00
H 8.388 15.352 10.816 0.00
H 9.625 14.390 13.575 0.00
H 17.092 14.115 14.490 0.00
H 9.848 16.280 12.065 0.00
H 11.082 6.294 16.640 0.00
H 17.407 8.142 10.840 0.00
H 15.976 7.303 12.066 0.00
H 19.455 11.607 9.545 0.00
H 9.561 13.044 7.425 0.00
H 17.235 13.800 12.213 0.00
H 17.570 10.858 15.120 0.00
H 15.511 8.481 16.663 0.00
H 11.980 16.915 11.011 0.00
H 10.711 15.623 14.198 0.00
H 11.980 14.009 6.397 0.00
H 13.256 14.439 7.585 0.00
H 16.893 11.523 16.568 0.00
H 16.265 16.208 13.739 0.00
H 11.971 17.118 12.768 0.00
H 14.873 7.766 9.983 0.00
H 16.769 15.042 11.126 0.00



(3)
118
Properties=species:S:1:pos:R:3:mulliken_charge:R:1 method="wB97M-V/def2-TZVPD" total_charge=-1 e_homo_ev=-2.7 e_lumo_ha=0.0669 total_energy_ev=-173140.6468 multiplicity=1 relative_energy_kj_mol=0.00
I 13.610 15.660 14.876 0.16
Se 10.187 14.046 9.839 -1.03
Ca 10.789 15.442 12.527 1.25
Cl 18.094 10.782 15.466 -0.25
O 8.213 15.435 12.102 -0.16
O 18.475 17.161 8.816 -0.71
O 10.507 17.389 11.496 -0.68
N 10.063 13.157 13.856 0.29
N 13.246 15.682 11.053 0.37
N 9.406 8.738 17.551 -0.56
N 9.935 9.481 16.480 0.64
N 14.663 14.841 9.548 -0.74
N 15.317 15.859 10.275 1.09
N 9.297 11.470 15.099 0.31
N 10.380 8.146 18.135 -0.55
C 9.237 19.894 10.095 1.03
C 16.950 12.456 13.678 -1.31
C 17.297 14.633 7.580 -1.82
C 7.213 14.720 12.793 -0.77
C 8.550 20.832 9.285 -0.90
C 17.817 14.670 13.152 -0.15
C 8.985 10.108 15.568 -0.96
C 13.636 7.747 16.445 -0.74
C 9.998 17.450 10.310 1.41
C 9.586 12.529 15.945 -0.90
C 17.984 12.287 14.603 0.50
C 8.519 19.321 7.426 -1.04
C 18.612 16.018 11.061 -1.18
C 16.458 16.592 9.638 -2.18
C 13.291 17.255 17.383 -0.67
C 8.218 20.588 7.979 0.65
C 18.865 13.295 14.897 -0.74
C 9.659 20.245 11.493 -1.32
C 12.609 16.926 16.242 0.25
C 9.978 13.577 15.163 -0.17
C 7.352 21.542 7.141 -1.42
C 17.935 16.058 9.650 1.80
C 9.393 17.655 14.500 0.15
C 19.655 14.654 8.432 -1.96
C 17.786 13.436 9.649 -1.63
C 12.637 18.076 18.340 -0.56
C 9.110 18.310 8.217 0.87
C 9.462 18.577 9.604 0.36
C 9.459 18.917 16.566 -0.93
C 18.795 14.503 14.162 -0.36
C 13.419 8.723 15.451 -0.35
C 13.435 14.794 10.053 -0.69
C 9.671 11.040 12.646 -1.11
C 12.230 9.411 15.353 -0.52
C 9.369 17.004 7.527 -1.35
C 9.653 11.901 13.822 0.35
C 11.340 17.469 15.856 -0.36
C 8.848 18.631 15.369 -0.91
C 17.784 15.991 12.391 -0.08
C 10.768 18.374 16.822 0.98
C 18.171 14.704 8.827 1.93
C 14.378 16.370 11.142 -0.81
C 11.298 9.189 16.324 1.02
C 16.861 13.663 13.008 0.37
C 12.725 7.563 17.453 -0.40
C 10.610 17.080 14.673 -0.06
C 11.556 8.338 17.468 -0.11
C 11.419 18.623 18.053 -0.80
H 10.722 10.775 12.355 0.20
H 10.417 16.818 7.360 0.33
H 12.623 14.153 9.732 0.26
H 9.052 10.161 12.815 0.38
H 9.047 16.161 8.140 0.18
H 16.195 16.786 8.570 0.51
H 19.276 15.108 11.119 0.38
H 9.003 19.528 17.346 0.29
H 6.634 15.366 13.445 0.28
H 8.353 21.795 9.761 0.21
H 9.889 16.476 9.818 -1.01
H 8.612 14.876 11.435 0.04
H 12.832 6.859 18.267 0.42
H 16.736 13.501 10.043 0.17
H 10.284 14.594 15.487 0.27
H 16.516 17.627 10.102 0.27
H 16.224 14.536 7.810 0.25
H 14.149 8.921 14.682 0.42
H 12.047 10.134 14.541 0.31
H 7.649 13.949 13.428 0.11
H 6.316 21.159 7.000 0.29
H 14.291 16.926 17.552 0.46
H 14.569 17.051 11.941 0.56
H 8.819 17.386 13.595 0.39
H 16.237 11.638 13.563 0.50
H 9.357 21.313 11.567 0.36
H 9.123 19.701 12.223 0.21
H 19.477 15.330 14.334 0.37
H 10.940 19.297 18.758 0.31
H 6.541 14.235 12.076 0.34
H 18.231 16.776 13.028 0.46
H 19.351 16.820 11.121 0.53
H 7.228 22.503 7.681 0.34
H 20.347 14.570 9.278 0.32
H 17.738 12.636 8.933 0.69
H 19.617 13.106 15.670 0.37
H 8.139 19.079 6.451 0.31
H 17.478 15.505 6.901 0.32
H 9.490 12.440 17.039 0.38
H 13.113 18.233 19.292 0.37
H 16.729 16.264 12.255 -0.36
H 14.554 7.185 16.431 0.38
H 7.805 21.727 6.153 0.35
H 17.572 13.697 7.034 0.53
H 8.791 16.983 6.597 0.33
H 19.988 15.549 7.876 0.42
H 19.428 17.305 8.897 0.46
H 8.788 9.503 14.666 0.33
H 18.506 13.178 10.414 0.33
H 8.011 10.166 16.092 0.40
H 9.340 11.669 11.794 0.16
H 16.038 13.836 12.277 0.49
H 19.798 13.795 7.779 0.44
H 10.715 20.174 11.719 0.28
H 7.877 19.061 15.132 0.39